Record 1
Computed, not measured: C31H29ClN5O8PPdSSe2 as an isolated structure, with ωB97M-V with the def2-TZVPD basis set.

HOMO level (spin up / spin down), eV: -13.75 / -13.77
LUMO energy (spin up / spin down), eV: -7.03 / -10.25
⟨S²⟩: 6.017
Total charge: +2
Multiplicity: 5
Kohn-Sham gap (spin up / spin down), eV: 6.72 / 3.52

Each line ends with the Löwdin charge.
CARTESIAN COORDINATES (ANGSTROEM)
1 Pd 0.03308 -1.23369 0.12973  0.6718
2 O -0.16460 -4.26493 5.05713  0.1833
3 C -0.65467 -3.13350 5.24806  -0.5307
4 O -1.10811 -2.84354 6.37411  0.0694
5 C -0.65140 -2.08113 4.16109  0.0075
6 C -1.28966 -0.83963 4.11673  -0.5651
7 Cl -1.91167 0.08290 5.39927  0.8787
8 N -1.14213 -0.27988 2.86195  -0.0443
9 N -0.40916 -1.16586 2.06980  -0.0457
10 C -0.11867 -2.26861 2.80776  -0.0869
11 C 0.52014 -3.40610 2.14007  -0.4784
12 O 0.52769 -4.56259 2.65052  0.0982
13 O 0.85350 -3.13243 0.90990  -0.1112
14 C -1.99014 0.76385 2.39094  -0.2645
15 C -3.35010 0.54413 2.56525  -0.0355
16 C -4.21376 1.23364 1.69128  -0.0567
17 C -3.77885 2.21904 0.80337  -0.0664
18 C -2.47253 2.67825 1.01898  -0.0556
19 C -1.51977 1.85802 1.65249  -0.0138
20 H 0.16985 -4.44493 4.09994  0.0763
21 H -3.70558 -0.18354 3.32862  0.1273
22 H -5.23211 0.82430 1.55403  0.1279
23 H -4.36271 2.64532 0.00855  0.1098
24 H -2.15194 3.61739 0.55669  0.1196
25 H -0.45032 2.05201 1.58036  0.0937
26 Se 0.43803 -1.33444 -2.55167  0.6653
27 P -1.74834 -1.92183 -2.51609  0.3684
28 Se -2.51915 -1.81992 -0.38010  0.6730
29 C -2.57647 -0.84487 -3.66472  -0.4281
30 C -2.66763 -1.27857 -4.97365  -0.0818
31 C -3.56025 -0.61591 -5.83456  -0.0202
32 C -4.14400 0.58642 -5.45209  -0.0311
33 C -3.88649 1.11203 -4.20038  -0.0516
34 C -3.10632 0.42776 -3.28598  -0.0647
35 C -2.09613 -3.57671 -3.02719  -0.4322
36 C -3.37855 -3.80595 -3.58940  -0.0893
37 C -3.53855 -4.93924 -4.33041  -0.0455
38 C -2.59200 -5.98687 -4.31330  -0.0109
39 C -1.44789 -5.83985 -3.52986  -0.0412
40 C -1.11162 -4.59012 -3.00964  -0.0597
41 H -2.22800 -2.17346 -5.34586  0.1152
42 H -3.80446 -0.99976 -6.84069  0.1364
43 H -4.78823 1.09049 -6.18112  0.1342
44 H -4.23746 2.13193 -3.87740  0.1435
45 H -2.90745 0.83964 -2.33779  0.0815
46 H -4.14948 -3.06077 -3.65503  0.1200
47 H -4.35955 -5.10779 -5.06277  0.1411
48 H -2.70585 -6.94065 -4.87983  0.1429
49 H -0.70259 -6.66871 -3.48172  0.1402
50 H -0.11307 -4.40758 -2.64958  0.1001
51 C 2.85465 6.23614 2.57430  -0.1078
52 C 4.33101 6.07406 2.09769  -0.2378
53 S 4.58165 4.73941 0.84054  0.6458
54 O 5.94437 4.80583 0.35580  -0.3092
55 O 3.53429 4.89167 -0.10777  -0.3265
56 C 4.43288 3.05629 1.62888  -0.1744
57 C 4.56385 1.91342 0.63195  -0.1387
58 N 3.65961 0.79033 0.79144  0.0660
59 C 2.38865 0.70447 0.29373  -0.2950
60 N 1.90214 -0.52179 0.56472  -0.0349
61 C 2.96068 -1.29853 1.00763  -0.0018
62 C 4.04320 -0.50498 1.19593  -0.0743
63 N 5.27643 -0.87795 1.88696  -0.2863
64 O 6.21415 -0.03684 1.82979  0.0749
65 O 5.31400 -1.99139 2.36771  0.1471
66 C 1.66063 1.71460 -0.47152  0.0089
67 H 2.24323 5.34398 2.40347  0.0514
68 H 2.24631 6.97734 2.09648  0.0666
69 H 2.80821 6.37631 3.69322  0.0978
70 H 5.05888 5.93199 2.88156  0.0915
71 H 4.69769 6.93915 1.49800  0.1162
72 H 3.43564 3.12329 2.09396  0.1012
73 H 5.17313 3.12323 2.37909  0.0875
74 H 5.62135 1.49882 0.69498  0.1446
75 H 4.42217 2.37929 -0.35231  0.1253
76 H 2.84858 -2.34669 1.09237  0.1109
77 H 1.18093 1.27428 -1.39612  0.0581
78 H 2.25806 2.55314 -0.90896  0.1038
79 H 0.84871 2.17739 0.13069  0.0749

---

Record 2
Computed, not measured: a 5-piece molecular cluster, C21H44N2O8 overall, with ωB97M-V with the def2-TZVPD basis set.

HOMO level, eV: -9.12
LUMO energy, eV: 0.40
Total charge: 0
Kohn-Sham gap, eV: 9.52

Each line ends with the Löwdin charge.
CARTESIAN COORDINATES (ANGSTROEM)
1 N 1.28546 -1.60038 -1.30739  0.0117
2 C 0.48734 -0.37168 -1.28329  -0.2186
3 C 1.28803 0.90809 -1.01857  -0.3412
4 O 2.25271 0.74684 0.01364  -0.0405
5 C 0.42197 2.12973 -0.65942  -0.0882
6 O -0.81846 2.19436 -1.39055  0.0309
7 C -1.94225 2.16146 -0.64955  -0.5473
8 O -2.63781 3.10010 -0.42659  0.1962
9 O -2.19532 0.90760 -0.14921  0.0717
10 C -3.40709 0.35359 -0.52800  -0.3159
11 C -4.13701 -0.32087 0.43950  0.0142
12 C -5.32553 -0.90120 0.02563  -0.0558
13 C -5.71729 -0.76695 -1.30494  -0.0618
14 C -4.88483 -0.07437 -2.17474  -0.1156
15 N -3.73192 0.47953 -1.79179  0.1726
16 H 2.09749 -1.48697 -1.90190  0.0683
17 H 1.62477 -1.80929 -0.37833  0.0501
18 H -0.27566 -0.49029 -0.51396  0.1042
19 H -0.01531 -0.27178 -2.24503  0.1228
20 H 1.84859 1.15897 -1.92284  0.1483
21 H 1.79697 0.38734 0.78394  0.0804
22 H 0.25883 2.18196 0.41723  0.1172
23 H 0.98746 3.02539 -0.91983  0.1383
24 H -3.77734 -0.40190 1.45464  0.1069
25 H -5.93861 -1.44499 0.73360  0.1090
26 H -6.64539 -1.19275 -1.65895  0.0991
27 H -5.15088 0.02444 -3.21801  0.0920
28 C 2.02764 1.31070 3.85472  -0.0464
29 C 2.25639 2.52819 2.97157  -0.4998
30 C 3.06308 3.59733 3.69203  -0.0505
31 O 1.01009 3.05876 2.51942  -0.0564
32 H 1.46600 1.58894 4.75066  0.0852
33 H 1.44217 0.55629 3.32408  0.0704
34 H 2.97036 0.85838 4.16879  0.0703
35 H 2.77681 2.22490 2.06135  0.1201
36 H 2.52655 3.94071 4.58091  0.0840
37 H 3.21932 4.45881 3.04270  0.0832
38 H 4.03490 3.21761 4.00969  0.0703
39 H 0.50335 3.34519 3.28706  0.0930
40 C -4.13908 -0.89339 -7.35838  -0.0635
41 C -3.90898 0.15535 -6.28106  -0.4998
42 C -2.79863 1.12277 -6.65958  -0.0602
43 O -3.62585 -0.46131 -5.02622  -0.0674
44 H -3.23371 -1.48945 -7.50308  0.0802
45 H -4.94237 -1.57083 -7.06838  0.0778
46 H -4.39929 -0.43199 -8.31187  0.0788
47 H -4.83270 0.71368 -6.11666  0.1369
48 H -1.85576 0.58256 -6.78388  0.0804
49 H -2.65778 1.86583 -5.87493  0.0810
50 H -3.02239 1.63788 -7.59476  0.0789
51 H -2.80881 -0.96290 -5.11939  0.0910
52 C -0.96450 -4.14060 3.30576  -0.0614
53 C -1.91686 -3.56369 2.27038  -0.4965
54 C -1.30999 -3.56725 0.87547  -0.0539
55 O -2.31680 -2.24255 2.63443  -0.0605
56 H -0.05089 -3.54097 3.35317  0.0789
57 H -1.42221 -4.13153 4.29493  0.0786
58 H -0.68619 -5.16591 3.05933  0.0797
59 H -2.84091 -4.14397 2.26502  0.1372
60 H -0.40643 -2.95082 0.85264  0.0649
61 H -2.01182 -3.15328 0.15114  0.0790
62 H -1.03980 -4.57634 0.56217  0.0825
63 H -1.52801 -1.68933 2.64667  0.0830
64 C 5.30137 -0.34743 1.92713  -0.0551
65 C 5.79597 0.56863 3.03600  -0.5048
66 C 7.23892 0.99475 2.81859  -0.0570
67 O 5.64054 -0.06029 4.30835  -0.0556
68 H 5.89992 -1.26253 1.89978  0.0821
69 H 4.26368 -0.63301 2.10345  0.0695
70 H 5.36440 0.13490 0.95123  0.0830
71 H 5.16062 1.45499 3.07513  0.1105
72 H 7.89444 0.11946 2.81695  0.0812
73 H 7.56706 1.65500 3.62143  0.0800
74 H 7.35967 1.51487 1.86766  0.0814
75 H 6.18760 -0.85301 4.31316  0.0866

---

Record 3
Computed, not measured: C15H30ClN5O8PS2W as an isolated structure, with ωB97M-V with the def2-TZVPD basis set.

HOMO level (spin up / spin down), eV: -7.42 / -8.06
LUMO energy (spin up / spin down), eV: 0.24 / 0.07
Energy above the lowest of the compared OMol25 structures with the same formula, charge and spin, kJ/mol: 0.0
⟨S²⟩: 0.754
Total charge: 0
Multiplicity: 2
Kohn-Sham gap (spin up / spin down), eV: 7.66 / 8.13

Each line ends with the Löwdin charge.
CARTESIAN COORDINATES (ANGSTROEM)
1 W 0.11186 -0.02959 -0.42365  1.5716
2 C -2.28389 0.17301 1.94619  -0.1566
3 C -1.80479 -1.25983 1.68219  -0.1868
4 N -0.37205 -1.24424 1.36019  -0.2358
5 C 0.50032 -0.93894 2.52261  -0.1507
6 C 1.72198 -0.11233 2.12944  -0.1607
7 N 1.37464 0.96551 1.17445  -0.1617
8 C 0.84258 2.18982 1.78619  -0.1727
9 C -0.60596 1.99701 2.22791  -0.1603
10 N -1.36928 1.13554 1.29727  -0.1111
11 H -3.28974 0.29380 1.54569  0.1250
12 H -2.33844 0.38052 3.01628  0.1115
13 H -2.00670 -1.90551 2.54116  0.1287
14 H -2.30864 -1.67876 0.81186  0.0821
15 H -0.11131 -2.18896 1.01727  -0.0509
16 H -0.09627 -0.42271 3.27314  0.1034
17 H 0.83663 -1.87474 2.97449  0.1311
18 H 2.17642 0.30745 3.03192  0.1272
19 H 2.45020 -0.75086 1.63786  0.1180
20 H 2.19294 1.20666 0.61271  0.0880
21 H 1.44610 2.47394 2.65397  0.1255
22 H 0.91589 2.97567 1.04221  0.1108
23 H -0.63565 1.54149 3.21664  0.1018
24 H -1.08316 2.97411 2.32395  0.1291
25 H -1.90258 1.72076 0.67253  0.0943
26 C 0.88759 -2.27481 -4.51392  -0.0860
27 C 1.71714 -3.29695 -3.76836  -0.2537
28 O 1.59375 -3.21819 -2.33485  -0.3189
29 P 0.26315 -3.51144 -1.52277  -0.0358
30 S -1.06720 -1.92844 -1.65225  0.4423
31 S 0.65420 -4.12587 0.28988  0.3254
32 O -0.39314 -4.63360 -2.45578  -0.3385
33 C -1.79929 -4.94836 -2.50491  -0.2952
34 C -2.31212 -5.56860 -1.22533  -0.0963
35 H 1.16930 -2.29560 -5.56856  0.0809
36 H 1.05441 -1.27269 -4.11928  0.0542
37 H -0.17745 -2.49059 -4.43762  0.0544
38 H 2.77937 -3.13157 -3.94175  0.1198
39 H 1.47106 -4.31079 -4.08462  0.1101
40 H -1.88432 -5.64349 -3.33907  0.1182
41 H -2.34819 -4.03840 -2.75236  0.0785
42 H -1.71070 -6.43375 -0.94709  0.0801
43 H -3.34513 -5.88848 -1.37441  0.0783
44 H -2.28264 -4.85448 -0.40326  0.0478
45 O 2.77407 1.53193 -1.25105  -0.4763
46 Cl 2.28678 1.15604 -2.58194  0.9368
47 O 2.08463 2.34097 -3.39122  -0.4291
48 O 1.46879 -1.05906 -0.43458  -0.4926
49 O 0.85691 0.55899 -2.38887  -0.6353
50 C -4.56920 1.44637 -3.78862  -0.0137
51 N -3.36173 1.70073 -3.01058  -0.0462
52 C -2.70862 2.88617 -3.14929  -0.0429
53 C -1.61857 3.20483 -2.42755  0.0323
54 C -1.13417 2.18822 -1.54696  -0.5116
55 O -0.11329 2.30061 -0.79722  -0.1288
56 N -1.74746 0.99372 -1.45374  0.0139
57 C -2.93811 0.72763 -2.08300  -0.5202
58 O -3.62085 -0.24908 -1.85449  0.0172
59 H -4.35131 1.54075 -4.85182  0.0951
60 H -5.35769 2.14782 -3.51471  0.0947
61 H -4.89932 0.43655 -3.57265  0.0855
62 H -3.13184 3.56254 -3.88094  0.1350
63 H -1.08884 4.13519 -2.54730  0.1197

---

Calculated largest force on an atom (Eh/bohr), listed in the same order as above: 0.1156, 0.0093, 0.0193